This record from OMol25 describes a cluster of 2 separate species, CH8N2O2Si2 in total in a non-equilibrium geometry. The level of theory is ωB97M-V/def2-TZVPD.

Structure (XYZ):
```
15
Properties=species:S:1:pos:R:3
C -0.834 -1.643 0.186
N -0.499 -2.706 -0.653
N -1.361 -0.566 -0.431
O -0.669 -1.708 1.398
O -2.388 1.604 -0.973
Si 2.608 1.620 1.008
Si -1.639 0.953 0.294
H -0.803 -2.555 -1.649
H -0.719 -3.604 -0.326
H -1.526 -0.646 -1.404
H -2.795 2.459 -1.151
H 1.988 0.360 1.371
H 3.582 2.317 1.961
H 3.487 1.456 -0.176
H 1.567 2.662 0.545
```

The value obtained for the gap between HOMO and LUMO (alpha / beta) is 6.18 / 7.83 eV. For the largest force on an atom, the calculation gives 3.10 eV Å⁻¹. Its spin multiplicity is 3. The expectation value of S² is 2.00. The net charge is 0. Its LUMO energy (alpha / beta) is 0.5 / -2.4 eV. For the energy relative to the best compared isomer or geometry (same formula, charge and spin), the calculation gives 0.0 kJ/mol.

---

This record from OMol25 describes an isolated molecule of C23H27N5O3. The level of theory is ωB97M-V/def2-TZVPD.

Structure (XYZ):
```
58
Properties=species:S:1:pos:R:3
C 4.477 0.021 1.870
C 3.832 1.368 2.179
N 2.829 1.706 1.177
C 3.378 2.292 -0.034
C 2.395 2.103 -1.194
O 2.208 2.947 -2.043
N 1.787 0.896 -1.116
C 0.734 0.370 -1.879
C 0.237 0.996 -3.017
C -0.824 0.445 -3.703
C -1.428 -0.751 -3.294
N -2.539 -1.230 -3.974
C -2.548 -1.256 -5.423
C -2.011 -2.605 -5.926
O -2.758 -3.684 -5.411
C -2.751 -3.680 -3.999
C -3.299 -2.352 -3.462
C -0.914 -1.369 -2.149
C 0.144 -0.816 -1.456
C 1.744 2.518 1.723
C 0.829 1.630 2.518
N 0.828 1.689 3.797
C 0.012 0.826 4.490
C -0.014 0.898 5.886
C -0.816 0.040 6.604
C -1.607 -0.907 5.955
C -1.592 -0.993 4.582
C -0.787 -0.130 3.836
C -0.763 -0.203 2.378
O -1.376 -0.984 1.682
N 0.071 0.749 1.803
H 5.189 -0.233 2.650
H 3.717 -0.755 1.828
H 5.005 0.041 0.919
H 3.328 1.305 3.146
H 4.604 2.149 2.251
H 4.304 1.773 -0.294
H 3.606 3.364 0.065
H 2.081 0.333 -0.324
H 0.676 1.922 -3.349
H -1.206 0.975 -4.561
H -1.940 -0.452 -5.832
H -3.582 -1.130 -5.762
H -2.087 -2.674 -7.012
H -0.954 -2.703 -5.628
H -3.377 -4.518 -3.690
H -1.724 -3.837 -3.633
H -3.312 -2.338 -2.374
H -4.328 -2.233 -3.821
H -1.330 -2.290 -1.776
H 0.513 -1.323 -0.575
H 1.187 2.958 0.892
H 2.109 3.326 2.372
H 0.603 1.636 6.373
H -0.834 0.100 7.683
H -2.230 -1.572 6.534
H -2.195 -1.715 4.052
H 0.105 0.762 0.789
```

Its SMILES is CCN(CC(=O)Nc1ccc(N2CCOCC2)cc1)Cc1nc2ccccc2c(=O)[nH]1. The value obtained for the gap between HOMO and LUMO is 7.83 eV. For the largest force on an atom, the calculation gives 0.75 eV Å⁻¹. The net charge is 0. Its LUMO energy is 0.5 eV. For the energy relative to the best compared isomer or geometry (same formula, charge and spin), the calculation gives 123.2 kJ/mol.

---

This record from OMol25 describes an isolated molecule of C5H13N2 in a non-equilibrium geometry. The level of theory is ωB97M-V/def2-TZVPD.

Structure (XYZ):
```
20
Properties=species:S:1:pos:R:3
C 1.249 -0.772 -1.568
C 0.021 -0.947 -0.635
C 0.458 -0.740 0.881
C -0.004 0.607 1.268
C 0.788 1.681 1.640
N -1.434 0.904 0.938
N -1.273 -0.390 -1.134
H 1.449 0.278 -1.713
H 1.128 -1.305 -2.506
H 2.095 -1.301 -1.127
H -0.273 -2.014 -0.738
H 0.272 -1.690 1.380
H 1.533 -0.768 0.858
H 1.810 1.529 1.961
H 0.492 2.709 1.474
H -2.011 0.773 1.783
H -1.499 1.919 0.835
H -1.489 0.338 -0.320
H -1.246 0.196 -1.985
H -2.067 -1.006 -1.291
```

The value obtained for the gap between HOMO and LUMO (alpha / beta) is 3.42 / 8.35 eV. For the largest force on an atom, the calculation gives 3.43 eV Å⁻¹. Its spin multiplicity is 2. The expectation value of S² is 0.76. The net charge is 0. Its LUMO energy (alpha / beta) is 0.7 / 0.6 eV. For the energy relative to the best compared isomer or geometry (same formula, charge and spin), the calculation gives 330.8 kJ/mol.

---

This record from OMol25 describes a cluster of 2 separate species, C11H23N2O2Si in total in a non-equilibrium geometry. The level of theory is ωB97M-V/def2-TZVPD.

Structure (XYZ):
```
39
Properties=species:S:1:pos:R:3
C -0.391 2.412 -3.112
Si -0.351 0.555 -2.759
C 0.476 -0.456 -4.119
C -2.131 -0.069 -2.595
C 0.507 0.334 -1.051
C -0.014 -0.578 -0.157
C 0.562 -0.759 1.120
C -0.097 -1.787 2.028
C 0.133 -1.546 3.532
O -0.280 -0.244 3.963
C -0.570 -2.655 4.386
N -1.926 -3.016 3.940
C 1.671 0.020 1.468
C 2.163 0.910 0.547
N 1.591 1.036 -0.650
H -0.096 2.963 -2.207
H -1.424 2.661 -3.388
H 0.320 2.684 -3.904
H 1.248 0.102 -4.671
H -0.294 -0.730 -4.857
H 0.956 -1.376 -3.749
H -2.646 0.135 -3.544
H -2.186 -1.156 -2.432
H -2.613 0.465 -1.762
H -0.888 -1.168 -0.430
H -1.180 -1.726 1.833
H 0.280 -2.791 1.780
H 1.216 -1.608 3.747
H -0.735 0.163 3.216
H 0.032 -3.572 4.385
H -0.682 -2.223 5.391
H -2.418 -2.185 3.612
H -1.865 -3.592 3.101
H 2.120 -0.070 2.455
H 3.015 1.544 0.788
H 1.975 1.700 -1.319
O 1.458 4.854 -1.697
H 0.801 5.547 -1.567
H 2.264 5.223 -1.320
```

The value obtained for the gap between HOMO and LUMO is 7.82 eV. For the largest force on an atom, the calculation gives 1.25 eV Å⁻¹. The net charge is +1. Its LUMO energy is -4.1 eV.

---

| no. | molecular weight (g mol⁻¹) |
| --- | --- |
| 1 | 136.3 |
| 2 | 421.5 |
| 3 | 101.2 |
| 4 | 243.4 |